1.
C39H42HfN4O8PS2 | ωB97M-V/def2-TZVPD

Calculated values
Calculated total energy (eV): -95735.660
Total charge: +1
Orbital gap (eV): 7.79
ΔE to the lowest compared entry with this formula, charge and spin (kcal per mole): 17.5

```
97
Properties=species:S:1:pos:R:3:forces:R:3
Hf 0.795455 0.189457 0.365739 2.3 -1.2 1.2
O -1.713410 2.414518 1.873037 0.1 0.1 0.0
S -0.751786 1.445246 2.282866 0.1 0.9 1.9
O -0.862385 0.054050 1.754715 -0.6 0.2 0.3
N 0.786969 1.696839 1.967677 -0.6 0.0 0.1
C 1.528594 2.824695 1.660048 0.4 0.7 0.2
C 1.343451 4.113088 2.105853 -0.2 -0.4 -0.1
C 2.321194 5.098095 1.882329 0.2 0.1 -0.1
C 3.483762 4.811221 1.224838 -0.1 0.1 0.0
C 3.681091 3.523756 0.680914 -0.2 -0.2 0.0
C 4.816628 3.163208 -0.074615 -0.1 -0.1 0.0
C 4.899291 1.909882 -0.613101 0.1 0.0 0.0
C 3.858316 0.997622 -0.402667 -0.1 0.0 0.2
N 2.787919 1.287084 0.317445 0.3 0.6 -0.1
C 2.687442 2.538593 0.866547 0.0 0.3 0.3
C -0.893374 1.277832 4.047898 -0.1 -0.1 -0.2
C -1.321905 0.084232 4.606413 0.0 -0.1 -0.2
C -1.443161 -0.011064 5.984785 0.0 0.0 0.1
C -1.143031 1.080539 6.787093 0.0 0.0 0.0
C -0.726191 2.277096 6.216859 0.0 0.0 0.0
C -0.600235 2.377567 4.841763 0.0 0.1 -0.1
H 0.435207 4.368333 2.635213 0.0 0.0 0.0
H 2.154339 6.096504 2.264047 0.0 0.0 0.0
H 4.252013 5.561443 1.091435 0.0 0.0 0.0
H 5.603602 3.892529 -0.220725 0.0 0.0 0.0
H 5.744775 1.608182 -1.214336 0.0 0.0 0.0
H 3.903562 0.010891 -0.840491 0.0 0.0 0.0
H -1.562411 -0.752400 3.962768 0.0 0.0 0.1
H -1.783505 -0.934509 6.433668 0.0 0.0 0.0
H -1.231136 0.999651 7.862299 0.0 0.0 0.0
H -0.510592 3.133120 6.841425 0.0 0.0 0.0
H -0.290929 3.305752 4.379678 0.0 0.0 0.1
C -1.403231 -4.934265 -5.499637 0.0 0.0 0.1
C -0.640448 -4.015199 -4.590372 0.1 0.0 0.0
C -1.091880 -2.727799 -4.316602 0.0 0.0 0.0
C -0.389488 -1.879481 -3.476307 0.0 0.0 0.1
C 0.789437 -2.322502 -2.903708 0.0 0.2 0.2
C 1.278856 -3.592920 -3.187417 0.2 0.0 0.0
C 0.558342 -4.433925 -4.013212 0.0 0.1 0.0
S 1.807305 -1.325863 -1.843925 1.4 -0.8 -0.1
O 3.161834 -1.609314 -2.235275 -0.1 -0.2 -0.1
O 1.454559 0.113524 -1.857059 -0.1 -0.5 -0.2
N 1.609226 -1.614471 -0.273441 0.4 -0.5 -0.9
C 1.913814 -2.664512 0.565956 0.3 -0.7 0.3
C 2.188472 -3.971903 0.239818 -0.2 0.4 -0.2
C 2.398502 -4.933554 1.242567 0.1 -0.2 0.3
C 2.369704 -4.602487 2.566786 0.0 -0.1 -0.1
C 2.155590 -3.259646 2.945117 0.0 0.3 -0.2
C 2.177916 -2.813961 4.282321 0.0 0.0 -0.1
C 2.001776 -1.484975 4.550765 0.1 -0.1 0.1
C 1.781571 -0.592558 3.494378 0.1 0.0 -0.1
N 1.715497 -0.965881 2.230486 0.0 -0.5 0.2
C 1.919808 -2.287399 1.947372 0.1 -0.4 -0.2
H -2.068441 -4.377234 -6.156884 0.0 0.0 0.0
H -2.014814 -5.626031 -4.916577 0.0 0.0 0.0
H -0.718195 -5.528486 -6.102701 0.0 0.0 0.0
H -2.006240 -2.373254 -4.777083 0.0 0.0 0.0
H -0.748902 -0.886434 -3.284101 0.0 0.1 0.0
H 2.240397 -3.897484 -2.797955 0.0 0.0 -0.1
H 0.940685 -5.422203 -4.235275 0.0 0.0 0.0
H 2.224294 -4.265302 -0.797887 0.0 0.0 0.0
H 2.587474 -5.959054 0.954314 0.0 0.0 0.0
H 2.515460 -5.350202 3.335164 0.0 0.0 0.0
H 2.349740 -3.532642 5.074062 0.0 0.0 0.0
H 2.028376 -1.111084 5.564548 0.0 0.0 0.0
H 1.667241 0.462770 3.692062 -0.1 0.0 0.0
C -4.680521 0.704826 0.847352 0.2 0.1 -0.1
C -3.893879 -0.004725 -0.249335 -0.7 -0.1 -0.1
C -3.521785 -1.413786 0.204058 0.4 0.3 -0.1
C -4.682126 -0.084216 -1.550442 0.2 0.2 0.0
O -2.760199 0.908174 -0.511876 0.6 -0.1 0.2
P -1.314945 0.722021 -1.066046 -2.3 0.2 -1.7
O -0.766780 -0.675756 -0.820238 -1.0 0.4 0.0
O -0.324724 1.667407 -0.381013 -1.2 1.2 -1.3
O -1.414718 1.009388 -2.604436 0.2 0.0 0.4
C -1.158048 2.175689 -3.466022 0.0 0.4 -0.5
C -0.468476 3.336021 -2.758752 -0.1 -0.4 0.3
C -0.279727 1.664385 -4.600965 -0.1 -0.2 0.2
C -2.521453 2.615439 -3.981539 0.0 -0.2 0.2
H -5.458138 0.049601 1.237011 0.0 0.0 0.0
H -5.140325 1.615938 0.464504 0.0 0.0 0.0
H -4.001410 0.977901 1.654059 -0.1 0.0 0.1
H -4.440264 -1.945966 0.449285 0.0 0.1 -0.1
H -2.893193 -1.386340 1.086991 0.1 0.0 0.2
H -2.996840 -1.959368 -0.575552 0.1 -0.1 0.0
H -5.620083 -0.614478 -1.391544 0.0 0.0 0.0
H -4.095558 -0.614789 -2.303892 -0.1 0.0 0.0
H -4.895918 0.919211 -1.919816 -0.1 0.0 0.0
H 0.519919 3.045318 -2.406823 0.0 0.0 0.0
H -1.053785 3.679904 -1.906910 0.0 0.1 0.0
H -0.365665 4.150482 -3.474057 0.0 0.0 0.0
H 0.642737 1.245936 -4.198199 0.0 0.0 0.0
H -0.040302 2.485818 -5.274827 0.0 0.0 0.0
H -0.798579 0.893596 -5.173105 0.0 0.0 0.0
H -3.130627 2.993502 -3.158779 0.0 0.0 0.0
H -3.043480 1.774975 -4.439648 0.0 0.0 0.0
H -2.404907 3.406567 -4.721156 0.0 0.0 0.0
```
Positions in Å, forces in eV/Å.

***

2.
C39H43AsBBrF4KN8O4PS | ωB97M-V/def2-TZVPD

Calculated values
Calculated total energy (eV): -240133.421
Total charge: -2
Orbital gap (eV): 7.08
ΔE to the lowest compared entry with this formula, charge and spin (kcal per mole): 4.2

```
104
Properties=species:S:1:pos:R:3:forces:R:3
K -0.107090 1.448182 0.487362 0.8 -0.3 0.0
O -1.802393 3.826263 4.172047 0.1 0.1 -0.1
C -1.590431 3.297288 3.062491 -0.3 -0.1 -0.1
O -0.499374 3.121811 2.473166 0.0 0.0 0.4
C -2.822219 2.789283 2.291435 0.0 0.1 0.0
C -4.102389 3.227601 2.611497 0.1 -0.1 0.1
C -5.165976 2.765237 1.853040 -0.1 0.0 0.0
C -4.927618 1.877214 0.817181 0.1 -0.1 -0.1
C -3.616212 1.483765 0.570338 -0.1 0.0 0.0
N -2.596489 1.944764 1.289225 -0.3 0.1 0.0
C -3.270017 0.477224 -0.544129 -0.1 0.1 0.2
O -4.218806 0.042126 -1.224550 0.0 0.0 0.0
O -2.053116 0.178813 -0.626657 -0.4 -0.3 -0.1
H -4.223868 3.905090 3.445210 0.0 0.0 0.0
H -6.177820 3.094417 2.068051 0.0 0.0 0.0
H -5.708721 1.473526 0.187349 0.0 0.0 0.0
F -1.741686 1.665240 -7.527135 -0.1 0.1 -0.2
C -1.282595 1.072192 -6.422930 0.0 0.0 0.3
C -0.878567 -0.243686 -6.465777 0.0 0.1 0.2
F -0.946069 -0.924087 -7.614311 0.0 -0.1 -0.1
C -0.409365 -0.836734 -5.308983 -0.1 0.1 0.0
F -0.053210 -2.117370 -5.424178 0.1 -0.2 0.0
C -0.313370 -0.170899 -4.092431 0.0 -0.1 0.0
P 0.245302 -1.065362 -2.558685 0.0 0.3 0.2
C -0.840709 -2.547441 -2.717772 0.0 0.1 0.1
C -0.413919 -3.841567 -2.997580 0.0 0.0 0.0
C -1.311133 -4.900637 -2.972097 0.0 0.0 0.0
C -2.649345 -4.677494 -2.678055 0.0 0.0 0.0
C -3.084132 -3.386552 -2.412190 0.0 0.0 0.0
C -2.187659 -2.327439 -2.421627 0.0 -0.1 0.0
C 1.887517 -1.708926 -3.060481 0.0 0.0 -0.1
C 2.614520 -1.273436 -4.163532 0.0 0.0 0.0
C 3.910348 -1.714854 -4.384871 0.0 0.0 0.0
C 4.504461 -2.606774 -3.506478 0.0 0.0 0.0
C 3.799648 -3.029796 -2.388783 0.0 0.0 0.0
C 2.511499 -2.572838 -2.160502 0.1 0.0 0.0
C -0.742913 1.162451 -4.070341 -0.1 0.2 0.0
Br -0.763095 2.278814 -2.547381 0.1 -0.1 -0.4
C -1.217997 1.766534 -5.227522 0.0 -0.2 -0.2
F -1.637829 3.033555 -5.247057 0.0 0.1 0.0
H 0.620927 -4.026328 -3.251003 0.1 0.0 0.0
H -0.956263 -5.902248 -3.188038 0.0 0.0 0.0
H -3.347322 -5.507018 -2.653513 0.0 0.0 0.0
H -4.121915 -3.185101 -2.173319 0.0 0.0 0.0
H -2.539661 -1.336478 -2.161038 0.0 0.0 0.0
H 2.180317 -0.557575 -4.846455 0.0 0.0 -0.1
H 4.461552 -1.340199 -5.239218 0.0 0.0 0.0
H 5.519457 -2.947330 -3.674528 0.0 0.0 0.0
H 4.256268 -3.698203 -1.668476 0.0 0.0 0.0
H 2.007252 -2.869847 -1.251265 -0.1 0.0 0.0
B 3.496726 0.654354 0.225888 0.1 -0.1 0.0
N 2.903193 -0.739788 0.593613 -0.2 0.1 -0.2
C 3.558970 -1.767134 1.153784 0.1 0.0 0.0
C 2.641406 -2.744923 1.493440 0.0 0.0 0.0
C 1.415206 -2.194157 1.091775 -0.1 0.0 -0.1
N 1.579072 -0.997954 0.541607 0.2 0.2 0.3
N 3.518305 0.979951 -1.295295 -0.2 0.0 0.0
C 4.608223 1.322232 -2.002198 0.1 0.0 0.0
C 4.204044 1.888047 -3.195448 0.0 0.0 0.0
C 2.805078 1.851393 -3.110503 -0.1 -0.1 -0.1
N 2.398321 1.298681 -1.976982 0.1 0.1 0.2
H 4.659292 0.635613 0.592869 0.0 0.0 0.0
H 2.856110 1.516729 0.774319 0.0 0.0 0.0
H 4.628335 -1.710824 1.279140 0.0 -0.1 0.0
H 2.827608 -3.693225 1.969777 0.0 0.0 0.0
H 0.419613 -2.602687 1.177241 0.0 0.0 0.0
H 5.588400 1.156601 -1.585485 0.0 0.0 0.0
H 4.819843 2.273211 -3.990921 0.0 0.0 0.0
H 2.074026 2.194647 -3.830130 0.0 0.0 0.0
C -3.405341 -2.407133 1.566664 0.0 0.0 -0.1
N -3.175525 -1.914764 2.909216 0.1 0.0 0.1
C -4.122577 -2.311939 3.918722 0.0 0.0 0.0
C -2.019015 -1.194213 3.169961 -0.1 -0.1 0.0
N -1.250128 -0.692510 2.297188 0.1 0.2 0.1
N -1.706352 -1.053768 4.551702 0.0 -0.1 -0.1
C -0.777773 0.039416 4.819804 0.0 0.0 0.0
C -1.192394 -2.299869 5.108966 0.0 0.0 0.0
H -4.443235 -2.730385 1.485924 0.0 0.0 0.0
H -2.758456 -3.260190 1.324754 0.0 0.0 0.0
H -3.251737 -1.643838 0.802923 0.0 0.0 0.1
H -5.140499 -2.079693 3.589350 0.0 0.0 0.0
H -3.924722 -1.770323 4.838470 0.0 0.0 0.0
H -4.083775 -3.392035 4.130107 0.0 0.0 0.0
H -1.610936 -0.737826 1.348347 0.0 0.0 -0.1
H -1.146684 0.968863 4.395651 0.0 0.0 0.0
H 0.216075 -0.155910 4.400281 0.0 0.0 0.0
H -0.698259 0.153967 5.903510 0.0 0.0 0.0
H -1.872645 -3.127501 4.913111 0.0 0.0 0.0
H -1.083624 -2.198167 6.191229 0.0 0.0 0.0
H -0.210158 -2.551324 4.682671 0.0 0.0 0.0
C 2.183969 2.568075 3.183828 0.1 0.1 0.1
As 1.964126 4.245963 2.225937 -0.2 -0.1 -0.6
C 1.108709 5.467651 3.450548 0.1 0.0 -0.1
C 3.807005 4.865056 2.282937 0.0 0.0 0.1
S 1.382268 4.426657 0.193329 0.2 -0.1 0.5
H 1.960978 2.808460 4.225169 0.0 0.0 0.0
H 3.219585 2.255046 3.061536 0.0 0.0 0.0
H 1.517600 1.774040 2.866987 0.0 0.2 -0.1
H 1.810563 5.692593 4.256087 0.0 0.0 0.0
H 0.191465 5.021099 3.830274 0.0 0.0 0.0
H 0.892847 6.368891 2.877253 0.0 0.0 0.1
H 4.184145 4.848081 3.307285 0.0 0.0 0.0
H 3.836836 5.875736 1.878486 0.0 0.0 0.0
H 4.398166 4.205850 1.649846 0.0 0.0 0.0
```
Positions in Å, forces in eV/Å.

***

3.
C39H43Cl3GeN3O6RuS | ωB97M-V/def2-TZVPD

Calculated values
Calculated total energy (eV): -165393.157
Orbital gap (spin up / spin down) (eV): 7.68 / 7.69
Spin multiplicity: 6
Expectation value of S²: 8.7627
ΔE to the lowest compared entry with this formula, charge and spin (kcal per mole): 54.9

```
97
Properties=species:S:1:pos:R:3:forces:R:3
Ru -0.010000 -0.131200 0.020800 -1.3 0.3 0.3
O -1.878200 2.690700 -1.409800 -0.4 0.2 0.2
C -0.872900 2.040800 -2.141700 0.3 -0.3 -0.1
C -1.395000 0.785400 -2.881600 0.1 0.3 0.1
N -0.669500 -0.411500 -2.462400 0.2 0.0 0.4
C -1.492700 -1.608000 -2.387900 -0.8 -0.3 0.5
C -2.547900 -1.422200 -1.234500 0.2 -0.3 -1.7
O -3.727400 -1.555800 -1.490800 -0.5 -0.1 -0.1
O -2.043500 -1.116800 -0.117600 1.2 0.8 1.2
C 0.601700 -0.638200 -3.166100 0.4 -0.1 0.2
C 1.545600 -0.908100 -1.991000 0.3 0.5 -1.6
O 1.998600 0.075700 -1.395200 0.1 0.5 0.2
O 1.661000 -2.111500 -1.601300 -0.2 -0.8 1.0
H -2.253600 2.064600 -0.775600 0.1 0.1 -0.1
H -0.031600 1.738100 -1.469300 -0.3 0.3 -0.5
H -0.489800 2.784500 -2.843700 0.0 -0.1 0.1
H -1.328400 0.925000 -3.967500 -0.1 -0.1 0.0
H -2.451600 0.650000 -2.623700 0.1 0.0 -0.1
H -0.857300 -2.457600 -2.113200 0.0 0.1 -0.1
H -2.017200 -1.822800 -3.329000 0.1 0.1 0.1
H 0.923500 0.266700 -3.685000 -0.1 -0.1 0.1
H 0.546800 -1.480600 -3.863600 -0.1 0.1 0.1
Cl -7.745900 4.762000 2.785800 -0.2 0.0 -0.1
C -6.061500 4.858400 3.127600 0.4 0.0 0.0
C -5.156900 5.105900 2.106500 -0.1 0.0 0.0
C -3.810100 5.188900 2.404500 0.0 -0.1 0.2
C -3.337600 5.012400 3.699800 0.2 0.2 0.1
C -1.853000 5.082700 3.972600 0.1 -0.3 -0.1
C -1.276900 3.664500 4.230400 0.1 0.8 0.5
N -1.427000 2.774200 3.112500 0.2 -0.3 -0.5
C -2.516000 1.986100 2.865100 -0.2 -0.3 -0.3
C -2.214900 1.229900 1.773000 -0.5 0.0 0.4
N -0.954200 1.549200 1.346800 0.4 -0.4 -0.4
C -0.512800 2.479700 2.165500 0.2 0.1 0.0
O -1.613500 5.887600 5.107800 -0.1 -0.2 -0.1
C -0.404300 6.619300 5.095500 0.2 0.2 0.0
C -0.338000 7.593200 3.953800 -0.4 0.1 0.2
C -1.259000 8.585400 3.764400 0.3 0.1 -0.4
Cl -2.577300 8.946300 4.785700 -0.1 0.1 0.1
S -0.970300 9.492000 2.318500 0.1 -0.4 0.4
C 0.405400 8.520900 1.966500 -0.3 0.2 0.0
C 0.615900 7.563900 2.903700 0.0 0.2 -0.1
C -4.266000 4.759700 4.708500 -0.1 0.1 -0.5
Cl -3.770700 4.513500 6.338700 -0.2 -0.2 0.4
C -5.622200 4.685900 4.429900 0.0 0.0 0.0
H -5.502200 5.233300 1.094100 -0.1 0.0 -0.1
H -3.108100 5.384400 1.607800 0.1 0.0 -0.1
H -1.358100 5.511600 3.088600 -0.1 -0.1 0.1
H -1.797900 3.245200 5.095700 0.2 0.0 -0.1
H -0.214500 3.758700 4.474600 -0.1 -0.1 0.0
H -3.394800 2.025900 3.472400 -0.2 0.0 0.2
H -2.799600 0.471800 1.278400 0.0 -0.1 0.0
H 0.446800 2.956900 2.088900 0.1 0.1 0.1
H 0.464300 5.948100 5.059400 0.0 0.1 0.0
H -0.398500 7.147300 6.053800 0.1 -0.1 -0.1
H 0.970800 8.718900 1.078300 0.2 0.0 -0.2
H 1.429800 6.861500 2.863200 0.2 -0.1 0.0
H -6.324900 4.492000 5.223700 -0.1 0.0 0.1
C 2.004600 0.874900 5.247600 -0.2 -0.3 -0.1
C 1.089100 -0.326300 4.914800 0.1 0.2 0.4
C 1.580500 -1.560000 5.678800 -0.1 0.2 -0.2
C -0.344300 0.021500 5.331100 0.2 -0.2 -0.1
C 1.167800 -0.588300 3.461600 -0.1 0.1 0.0
H 1.888500 1.158400 6.290100 0.0 0.1 0.2
H 1.746800 1.724000 4.619000 0.0 0.2 -0.1
H 3.043600 0.618300 5.067700 0.2 0.0 0.0
H 1.639100 -1.366200 6.746600 0.0 0.0 0.2
H 2.564500 -1.850500 5.323800 0.2 -0.1 0.0
H 0.906100 -2.393800 5.509800 -0.1 -0.2 0.0
H -0.427700 0.068100 6.414400 0.0 0.0 0.1
H -1.039900 -0.728600 4.964100 -0.1 -0.1 0.0
H -0.633500 0.985600 4.922000 -0.1 0.1 -0.1
H 0.505900 -0.088200 2.766500 0.0 0.0 0.0
Ge 1.651900 -1.909600 0.455700 1.1 -1.5 -0.1
C 3.656900 -1.835000 0.651100 -1.0 0.2 0.0
C 4.495300 -2.796700 0.105300 -0.2 -0.1 0.0
C 5.866600 -2.707100 0.271300 0.1 -0.1 -0.1
C 6.410900 -1.651900 0.982700 0.1 0.1 0.0
C 5.585900 -0.664300 1.493500 0.1 0.1 0.1
C 4.216600 -0.754900 1.319700 -0.2 0.0 0.0
C 1.086100 -3.712100 1.173400 0.2 1.0 -0.4
C 0.148000 -3.631600 2.197800 0.0 0.3 -0.1
C -0.206000 -4.752100 2.926900 -0.1 -0.1 0.2
C 0.378900 -5.973300 2.634900 -0.1 0.0 0.1
C 1.280500 -6.072300 1.588600 0.1 -0.2 -0.1
C 1.626700 -4.949100 0.856700 0.1 0.0 -0.1
H 1.990600 -1.166700 3.078900 0.2 -0.1 -0.1
H 4.069800 -3.614000 -0.459400 0.0 -0.1 0.0
H 6.511700 -3.465000 -0.150300 0.0 -0.1 0.0
H 7.479000 -1.596300 1.135500 0.1 0.0 0.0
H 6.009300 0.174000 2.028900 0.0 0.1 0.0
H 3.563200 0.022800 1.701000 0.1 0.1 0.1
H -0.301100 -2.667000 2.422600 -0.1 -0.1 0.0
H -0.929500 -4.676900 3.727400 0.0 0.0 0.0
H 0.132500 -6.846100 3.222700 0.0 -0.1 0.0
H 1.726000 -7.028100 1.350800 0.0 -0.1 0.0
H 2.324100 -5.034600 0.036200 0.1 -0.1 0.0
```
Positions in Å, forces in eV/Å.

***

| no. | molar mass (g/mol) |
| --- | --- |
| 1 | 968.38 |
| 2 | 1031.59 |
| 3 | 961.89 |